Record 1
Computed, not measured: a structure of composition C26H19BrN4O3Pd, with ωB97M-V/def2-TZVPD.

## Properties
Total energy = -112894.820 eV

```
54
C26H19BrN4O3Pd ωB97M-V/def2-TZVPD
Pd 0.32037 -0.53690 -0.09643
O -3.04373 -3.40235 -0.81071
C -4.00841 -2.78651 -0.09900
C -5.32399 -3.19666 -0.31879
C -6.36461 -2.59375 0.35738
C -6.11553 -1.57434 1.27289
C -4.81467 -1.16968 1.49748
C -3.74307 -1.75551 0.82061
C -2.36680 -1.23046 1.02066
O -1.40593 -1.79022 0.34676
N -2.21489 -0.21011 1.82601
N -0.88729 0.11184 1.86538
C -0.40932 0.72353 2.86742
C 1.03391 0.84594 3.02384
C 1.54273 1.71774 3.98672
C 2.88733 1.76229 4.30209
C 3.75007 0.88210 3.65831
C 3.27356 0.00319 2.70409
C 1.91339 -0.03590 2.33928
O 1.55151 -0.93398 1.43806
H -2.19505 -2.97374 -0.53831
H -5.49906 -3.99071 -1.03256
H -7.38047 -2.91883 0.17165
H -6.93157 -1.10595 1.80615
H -4.58771 -0.38170 2.20266
H -1.06481 1.07485 3.66862
H 0.84480 2.36113 4.51063
H 3.25701 2.44751 5.05218
H 4.80314 0.87613 3.91112
H 3.93471 -0.70784 2.22275
Br -6.51747 -0.37617 -3.09372
C -4.66378 -0.33227 -2.73307
C -3.80292 -1.07548 -3.52559
C -2.44630 -1.05235 -3.25705
C -1.96358 -0.29360 -2.19825
C -2.83731 0.42667 -1.39541
C -4.19301 0.41989 -1.66887
N -0.57449 -0.22376 -1.89835
C 0.28300 -0.05920 -2.83503
C 1.68728 0.10686 -2.47277
C 2.69485 0.27120 -3.40522
C 3.98682 0.50042 -2.95650
C 4.21591 0.57948 -1.59404
C 3.15793 0.39383 -0.71329
N 1.92673 0.15130 -1.14301
H -4.19313 -1.68188 -4.32999
H -1.77445 -1.67156 -3.83776
H -2.44753 0.97971 -0.54926
H -4.87992 0.96684 -1.03940
H -0.02961 0.03592 -3.87227
H 2.45750 0.21721 -4.45879
H 4.80016 0.62158 -3.65861
H 5.20240 0.77824 -1.20163
H 3.29886 0.43709 0.35784
```

***

Record 2
Computed, not measured: a structure of composition C39H43AsF6HfN3O7PS3, with ωB97M-V/def2-TZVPD.

## Properties
Charge = +2
Relative energy (zero: lowest compared OMol25 entry of this formula, charge and spin) = 86.99 kJ/mol
Total energy = -180178.349 eV

```
104
C39H43AsF6HfN3O7PS3 ωB97M-V/def2-TZVPD
Hf -2.09993 -0.18561 0.55022
F -4.43785 1.32385 2.93999
C -4.50784 0.46744 3.96138
F -4.27322 1.09155 5.09329
F -5.68601 -0.11845 3.97124
S -3.17090 -0.83818 3.73830
O -2.27172 -0.21634 2.71505
O -2.59031 -1.12927 4.99081
N -3.90327 -2.08994 3.09067
S -3.90293 -2.12305 1.54514
O -2.59433 -2.41959 0.92338
O -4.30972 -0.84698 0.91607
C -5.09167 -3.49590 1.13863
F -6.26101 -3.19580 1.64275
F -4.60792 -4.60352 1.64805
F -5.13980 -3.56137 -0.17658
C -3.91299 -1.48014 -3.67078
C -3.08135 -0.65523 -4.64653
C -1.73233 -0.21814 -4.08782
S -1.92006 0.79245 -2.61313
O -1.99007 -0.30473 -1.48233
C -0.25390 1.45187 -2.47622
C -0.16960 2.75633 -3.26683
C -0.87843 3.90823 -2.56408
H -4.83457 -1.81063 -4.14571
H -4.19589 -0.90004 -2.78899
H -3.36478 -2.36462 -3.33899
H -3.64103 0.22430 -4.97033
H -2.87356 -1.23670 -5.54686
H -1.16914 0.39624 -4.79281
H -1.10382 -1.05631 -3.76668
H 0.44197 0.68089 -2.80943
H -0.10892 1.64444 -1.40826
H -0.55817 2.61678 -4.27929
H 0.89110 2.98523 -3.37785
H -1.94059 3.70309 -2.41049
H -0.80361 4.82250 -3.14989
H -0.41592 4.09492 -1.59224
C 1.83208 -0.24336 0.64856
C 2.21247 0.08663 2.08414
As 3.87354 1.15906 2.19656
C 3.35827 2.34132 0.71674
C 2.60630 3.46243 1.06339
C 2.15624 4.34704 0.09245
C 2.46794 4.12563 -1.24269
C 3.22080 3.01401 -1.59859
C 3.65747 2.12198 -0.62504
C 5.08165 -0.05585 1.26718
C 6.18712 0.48654 0.61334
C 7.13020 -0.33692 0.01676
C 6.99121 -1.71721 0.08193
C 5.90938 -2.26809 0.75188
C 4.96045 -1.44218 1.34273
P 0.40443 -1.36891 0.47152
C 0.53738 -2.10970 -1.18601
C 1.46960 -1.68154 -2.12792
C 1.51257 -2.27248 -3.38628
C 0.63181 -3.29363 -3.70951
C -0.30008 -3.72768 -2.77241
C -0.35054 -3.13618 -1.52127
C 0.61490 -2.71023 1.65860
C 0.19165 -2.51627 2.97439
C 0.37893 -3.51331 3.91774
C 0.99097 -4.70554 3.55070
C 1.41978 -4.89874 2.24532
C 1.23158 -3.90553 1.29442
H 2.67416 -0.73412 0.15342
H 1.60889 0.66961 0.09113
H 2.36896 -0.81005 2.68134
H 1.44009 0.68165 2.57664
H 2.39374 3.66241 2.10901
H 1.59575 5.22833 0.37986
H 2.15350 4.83488 -1.99784
H 3.48753 2.84920 -2.63532
H 4.24426 1.25832 -0.91658
H 6.31881 1.56219 0.56958
H 7.98131 0.09998 -0.48843
H 7.73220 -2.35953 -0.37437
H 5.80879 -3.34321 0.82794
H 4.13910 -1.89903 1.88415
H 2.17854 -0.89807 -1.89393
H 2.25184 -1.94592 -4.10565
H 0.67903 -3.76147 -4.68383
H -0.97669 -4.53654 -3.01455
H -1.06732 -3.49270 -0.79042
H -0.25786 -1.57677 3.27094
H 0.05230 -3.35775 4.93719
H 1.13765 -5.48393 4.28716
H 1.90290 -5.82476 1.96442
H 1.56483 -4.06236 0.27762
C -0.72305 4.38699 2.76490
N -1.61203 3.73448 1.79844
C -2.77210 4.36338 1.36366
C -3.67991 3.80113 0.54188
C -3.42844 2.45434 0.08184
O -4.14681 1.69447 -0.56140
N -2.20519 1.93172 0.46435
C -1.34809 2.47683 1.36152
O -0.41896 1.73935 1.73244
H -0.42227 5.36088 2.38434
H 0.15347 3.76097 2.89651
H -1.22919 4.50614 3.72104
H -2.91039 5.36050 1.76036
H -4.58342 4.31757 0.25917
```

***

Record 3
Computed, not measured: a cluster of 13 separate species, C5H37N2O13 in total, with ωB97M-V/def2-TZVPD.

## Properties
Charge = +1
Relative energy (zero: lowest compared OMol25 entry of this formula, charge and spin) = 671.18 kJ/mol
Total energy = -35374.325 eV

```
57
C5H37N2O13 ωB97M-V/def2-TZVPD
N -0.74966 -0.87720 0.55205
C -1.52738 -0.25627 -0.53487
C -0.65798 0.17051 -1.63704
C 0.46438 1.34560 -1.40004
O 0.64744 1.98558 -0.37213
C -2.52019 -1.38440 -1.17138
N -3.90099 -1.27242 -0.69395
C -4.14253 -0.95575 0.79710
H -0.44517 -0.33329 1.38337
H -1.42060 -1.70584 1.08795
H 0.03105 -1.50271 0.05328
H -2.12523 0.59662 -0.16717
H -0.09957 -0.76166 -1.92088
H -1.05992 0.57176 -2.50257
H 1.23673 1.23287 -2.27609
H -2.62627 -1.61865 -2.18251
H -2.11258 -2.44409 -0.82798
H -4.33533 -0.51203 -1.25329
H -3.56678 -1.44175 1.46870
H -4.03562 0.09559 0.93350
H -5.20800 -1.23308 0.85347
H -0.00438 2.41206 -4.65155
H -1.30873 3.01492 -4.28955
O -0.63841 2.48404 -3.94050
H 4.14328 -2.28590 -0.75431
H 3.82385 -2.69601 -2.24475
O 3.40986 -2.42189 -1.45286
H -3.11418 2.00554 -3.20252
H -2.06214 2.61330 -2.30023
O -2.93686 2.30808 -2.27376
H -0.73924 3.77464 2.97138
H -0.53502 3.03807 4.32009
O -0.70340 3.04132 3.37328
H -1.28157 -3.15098 2.66058
H -1.77295 -4.20515 1.72535
O -1.16665 -3.40497 1.78499
H 0.47674 0.73941 4.10469
H 1.17544 2.05451 4.44972
O 0.79259 1.24372 4.87720
H 3.04632 -0.83359 -4.24051
H 3.54214 0.13492 -3.11970
O 2.79195 -0.30969 -3.47124
H 3.49057 2.31607 -1.15807
H 2.11419 2.94042 -0.90796
O 2.99921 3.08331 -1.31985
H 0.94635 -1.16036 4.19808
H -0.31862 -1.43837 5.01177
O -0.00172 -1.32340 4.18996
H 5.08029 -0.54354 0.22278
H 3.84879 -0.92385 1.10257
O 4.57872 -1.27000 0.61325
H 1.41126 -2.90890 -1.29066
H 0.36198 -4.14080 -0.79118
O 0.50484 -3.21931 -1.08468
H 0.60652 1.66037 1.33341
H -0.28193 1.53597 2.55185
O 0.46932 1.13229 2.11630
```

***

Record 4
Computed, not measured: an isolated molecule of C11H23N3O3, with ωB97M-V/def2-TZVPD.

## Properties
SMILES = CC(C)[C@H](NC(=O)[C@@H](N)CCCCN)C(=O)O
Relative energy (zero: lowest compared OMol25 entry of this formula, charge and spin) = 188.80 kJ/mol
Total energy = -22391.902 eV

```
40
C11H23N3O3 ωB97M-V/def2-TZVPD
C 0.68544 1.76923 -0.12180
C 2.20248 1.46550 -0.21083
C 2.93164 2.07566 1.04048
C 2.41307 -0.06345 -0.29750
N 1.79551 -0.73646 0.80709
C 0.87243 -1.74436 0.74734
O 0.83861 -2.56900 1.63766
C -0.24952 -1.83698 -0.36401
N -0.32720 -3.25080 -0.77628
C -1.57580 -1.31536 0.26218
C -2.58678 -1.00235 -0.75182
C -3.83278 -0.39568 -0.10525
C -3.68591 1.01638 0.47693
N -3.08651 2.04305 -0.39971
C 3.90039 -0.43788 -0.40555
O 4.53592 -0.75344 0.58268
O 4.57654 -0.18862 -1.53596
H 0.35485 1.34476 0.84647
H 0.51159 2.89335 -0.15493
H 0.16714 1.32757 -0.95495
H 2.65163 1.89487 -1.10207
H 3.99641 1.79569 0.98017
H 2.79956 3.21828 1.06348
H 2.46432 1.69694 1.95319
H 2.00850 -0.39924 -1.19393
H 2.38619 -0.79349 1.65677
H -0.04023 -1.36586 -1.38180
H -0.49467 -3.81407 0.02719
H 0.55145 -3.50192 -1.24366
H -1.34191 -0.39335 0.73792
H -1.85365 -2.01873 1.00137
H -3.00335 -1.92295 -1.27346
H -2.24038 -0.26714 -1.45580
H -4.27111 -1.08801 0.62186
H -4.59399 -0.26531 -0.93051
H -4.70272 1.36643 0.82265
H -3.17784 0.90468 1.47823
H -3.60758 2.98203 -0.03212
H -1.93478 2.06368 0.05267
H 3.96303 0.26635 -2.10441
```

***

Record 5
Computed, not measured: a structure of composition C38H79InN4O6, with ωB97M-V/def2-TZVPD.

## Properties
Charge = +2
Relative energy (zero: lowest compared OMol25 entry of this formula, charge and spin) = 434.02 kJ/mol
Total energy = -64077.090 eV

```
128
C38H79InN4O6 ωB97M-V/def2-TZVPD
In -0.74618 -4.57997 -1.71577
C 1.35396 2.73372 -0.35396
C 0.92665 1.32816 -0.63442
O 1.47554 0.65477 -1.54989
O 0.08695 0.80412 0.10613
H 1.81725 2.80918 0.62980
H 0.42242 3.29966 -0.34626
H 1.92189 3.15794 -1.18196
C 5.18134 -4.54774 1.38255
C 4.71304 -4.40196 2.95355
C 4.83413 -2.89635 3.38345
C 4.43224 -2.55194 4.79063
C 3.00520 -3.16647 5.11385
C 2.64195 -4.55846 4.53319
N 3.25355 -4.78227 3.11596
O 2.89021 -6.01696 2.54995
C 3.06634 -5.58493 5.58040
C 1.05905 -4.48635 4.48415
C 5.71236 -5.17450 3.85653
H 5.61514 -5.49082 1.05010
H 6.06643 -3.95715 1.14606
H 4.39564 -4.23337 0.69556
H 5.81631 -2.47459 3.17009
H 4.27501 -2.35704 2.61883
H 4.25769 -1.47611 4.77632
H 5.07989 -2.89305 5.59828
H 2.30066 -2.38066 4.84140
H 2.78317 -3.08776 6.17808
H 3.14142 -6.59482 5.17717
H 3.95929 -5.30273 6.13815
H 2.24284 -5.63448 6.29278
H 0.67584 -5.49002 4.29999
H 0.70114 -4.32874 5.50158
H 0.68552 -3.67535 3.85897
H 5.60110 -4.88144 4.90048
H 6.70921 -4.85301 3.55484
H 5.60334 -6.25442 3.75653
H 3.49287 -6.64416 2.95615
C -9.94340 2.75313 3.66715
C -9.22218 3.74942 4.53860
C -9.13093 3.00554 5.90580
C -8.04342 3.57793 6.84779
C -6.66769 3.64287 6.15533
C -6.72202 4.42439 4.81561
N -7.89685 4.01471 4.00614
O -7.92304 4.41069 2.72739
C -6.90345 5.87235 5.08941
C -5.40826 4.08457 4.09015
C -10.13645 5.02604 4.65771
H -10.31529 3.11164 2.70733
H -10.85464 2.36140 4.11911
H -9.44551 1.78447 3.62360
H -10.07653 3.22304 6.40242
H -9.10845 1.91690 5.85617
H -8.02037 2.82255 7.63328
H -8.30684 4.55635 7.24955
H -6.26887 2.62870 6.13237
H -6.07050 4.20239 6.87533
H -6.36273 6.24056 5.96127
H -6.84458 6.53952 4.22947
H -7.95108 5.93941 5.38282
H -5.25810 4.69003 3.19632
H -4.51970 4.15205 4.71785
H -5.56136 3.11368 3.61893
H -10.02744 5.80234 3.90036
H -9.88069 5.63746 5.52307
H -11.18698 4.75462 4.76177
H -7.35893 3.72584 2.36085
C 9.25180 2.23631 -5.17180
C 9.40085 2.50728 -3.64645
C 10.24321 1.32983 -3.08319
C 10.83624 1.52583 -1.71765
C 11.57979 2.82299 -1.71119
C 10.81566 4.03499 -2.14805
N 10.14544 3.74675 -3.44757
O 9.70168 4.88244 -4.06276
C 9.90539 4.36226 -0.95224
C 11.81248 5.21000 -2.42389
C 7.96496 2.64217 -3.13503
H 10.11179 1.85202 -5.72030
H 8.81040 2.97288 -5.84315
H 8.60698 1.37111 -5.32587
H 9.57828 0.47393 -2.96742
H 10.87758 0.84072 -3.82240
H 11.52571 0.78054 -1.32105
H 10.04226 1.42514 -0.97768
H 12.56593 2.70829 -2.16116
H 11.84617 3.04859 -0.67861
H 9.01995 4.94563 -1.20476
H 9.49104 3.48799 -0.45017
H 10.48449 4.96318 -0.25107
H 12.37582 4.89685 -3.30291
H 11.31017 6.16753 -2.56150
H 12.44823 5.45893 -1.57420
H 7.93397 3.01991 -2.11306
H 7.51226 1.65500 -3.22812
H 7.38493 3.35805 -3.71742
H 10.50257 5.11318 -4.53911
C -4.88770 -5.56643 -6.16080
C -5.75077 -4.34706 -6.46343
C -7.13272 -4.83095 -6.02139
C -8.04870 -3.64335 -5.76382
C -7.45659 -2.69873 -4.69722
C -6.12733 -2.05996 -5.17037
N -5.24357 -3.16747 -5.60692
O -3.94099 -2.79003 -5.95000
C -6.31655 -0.97956 -6.15249
C -5.60274 -1.24368 -3.94455
C -5.68601 -3.99910 -7.98433
H -5.14492 -6.55572 -6.53928
H -3.95114 -5.34108 -6.67089
H -4.70896 -5.74199 -5.09998
H -7.62301 -5.44664 -6.77547
H -7.19709 -5.45082 -5.12711
H -8.25617 -3.13392 -6.70485
H -9.03711 -3.90221 -5.38418
H -7.33900 -3.26105 -3.77090
H -8.16282 -1.88626 -4.52624
H -6.70052 -0.05605 -5.71910
H -6.87267 -1.30140 -7.03297
H -5.39421 -0.75645 -6.68879
H -6.47932 -0.76023 -3.51329
H -4.74077 -0.63637 -4.22075
H -5.18919 -1.98104 -3.25652
H -6.45675 -3.23731 -8.10160
H -4.71602 -3.54339 -8.18320
H -5.89138 -4.85427 -8.62823
H -4.06546 -2.46232 -6.84371
```

***

Record 6
Computed, not measured: a structure of composition C15H24ClNO3, with ωB97M-V/def2-TZVPD.

## Properties
Relative energy (zero: lowest compared OMol25 entry of this formula, charge and spin) = 1471.55 kJ/mol
Total energy = -36083.461 eV

```
44
C15H24ClNO3 ωB97M-V/def2-TZVPD
C -6.49454 -0.82048 1.65363
C -5.13591 -0.79454 1.34663
C -4.23670 -1.88105 1.82327
C -2.82068 -1.70317 1.49211
C -2.35655 -0.56479 0.61407
C -3.06108 0.50651 0.34643
C -4.39550 0.52230 0.65450
H -5.08364 1.01708 0.15550
O -2.64077 1.44855 -0.39785
C -1.36166 1.75910 -0.51881
C -0.53332 0.65656 -1.45075
O 0.53868 -0.05123 -1.09802
C 1.51932 0.86606 -1.10425
C 2.71884 -0.22096 -0.31126
N 3.99151 0.33795 -0.25246
C 4.10582 1.42345 1.04797
H 3.47521 2.43019 0.74982
H 5.09842 1.59024 1.29038
H 3.46307 0.70516 1.86756
C 4.73599 1.00567 -1.18664
H 4.18871 1.82981 -1.77185
C 5.02426 0.00080 -2.30097
O 5.78704 0.38513 -3.32595
H 6.69657 0.68007 -2.88516
H 5.24930 -1.25993 -2.12710
H 3.84494 -0.26545 -2.92144
H 5.58977 1.42471 -1.04645
H 2.82578 -1.14892 -1.03019
H 2.40741 -0.47517 0.59516
H 1.46891 1.71467 -0.20662
H 1.93021 1.05302 -1.90844
H -1.40557 0.00010 -1.97081
H -0.36336 1.32623 -2.38598
H -0.80487 1.73018 0.36537
H -1.24145 2.83909 -0.87154
H -1.14021 -0.73244 0.76092
C -1.89355 -2.89854 1.86340
H -1.82798 -2.72119 3.30103
H -2.12953 -3.77215 1.62001
H -0.65329 -2.62182 1.77757
Cl -4.84665 -2.97751 2.73869
H -6.45822 -0.78538 2.82208
H -6.90348 0.07223 1.11968
H -6.87127 -1.63010 1.06675
```

***

Record 7
Computed, not measured: a cluster of 10 separate species, C4H18BO17 in total, with ωB97M-V/def2-TZVPD.

## Properties
Charge = -1
Relative energy (zero: lowest compared OMol25 entry of this formula, charge and spin) = 84.24 kJ/mol
Total energy = -39932.914 eV

```
40
C4H18BO17 ωB97M-V/def2-TZVPD
O -0.61349 2.46624 1.28746
C -0.45816 1.39257 0.79330
O 0.54601 1.02230 0.03727
B 0.38873 -0.37101 -0.41805
O -0.85190 -0.81230 0.22016
C -1.40977 0.18680 0.87570
O -2.44176 0.14385 1.48680
O 1.47150 -1.29761 -0.25315
C 1.72636 -2.02405 -1.32328
O 2.64103 -2.78012 -1.41780
C 0.81218 -1.44000 -2.43812
O 0.18022 -0.41658 -1.90205
O 0.67418 -1.88956 -3.53405
O -2.28759 4.29946 0.03697
H -1.89935 5.11092 0.37653
H -1.86849 3.59173 0.56009
O 4.10208 -4.61195 -2.75408
H 4.95470 -4.29592 -3.06584
H 3.76651 -3.90095 -2.16689
O -2.65861 1.16439 4.14661
H -3.38636 1.78082 4.00178
H -2.44743 0.82137 3.24429
O -1.06381 3.40724 4.66271
H -0.45629 3.57691 3.94071
H -1.67752 2.72369 4.31217
O 2.25542 1.33000 2.93137
H 2.56202 2.20728 2.67986
H 2.26608 0.82393 2.10952
O -3.68862 -1.14827 -1.50141
H -2.96589 -1.36209 -0.90043
H -4.48476 -1.27234 -0.97503
O 1.06727 2.49006 -2.92895
H 0.68259 2.25170 -2.07685
H 0.55579 3.25016 -3.22372
O 0.23645 -1.93911 3.27710
H -0.42212 -1.75842 2.59696
H 0.22967 -1.15519 3.84101
O 1.60096 -4.08445 -5.66984
H 1.63057 -3.13377 -5.51401
H 0.73160 -4.34772 -5.35487
```